[1]
Here is a 2-piece molecular cluster, C24H28N2O7 overall in a non-equilibrium geometry from OMol25. Energies are from ωB97M-V with the def2-TZVPD basis set.

Kohn-Sham gap in eV: 7.68
F_max in Eh/bohr: 0.03709
Charge: 0
Energy in hartree: -1567.57037
Structure (SMILES): COc1cc(O)c2c(c1)C(=O)c1cccc(OC)c1C2=O.CNC(=O)[C@@H](NC(C)=O)C(C)C
Energy above the lowest of the compared OMol25 structures with the same formula, charge and spin in eV: 2.044
2S+1: 1
E_HOMO in eV: -9.0

The geometry in XYZ format:
```
61
Properties=species:S:1:pos:R:3:nbo_charge:R:1
O -1.49739 2.05767 3.69412 -0.519
O 3.68433 1.89697 2.35050 -0.592
O -3.61759 -4.14752 -4.47634 -0.636
O -1.86011 -0.38352 -5.77265 -0.649
O 4.39794 1.62948 4.80425 -0.679
O 0.99330 1.35147 8.06378 -0.515
O 3.06479 2.31419 -0.26837 -0.513
C -0.30907 2.03829 3.37462 0.530
C 2.48665 1.95489 2.62754 0.614
C -2.74892 -4.16256 -3.61785 0.662
C -1.86457 -1.51429 -5.29540 0.666
C -0.56119 2.58073 -0.35958 -0.190
C 0.77699 2.53749 -0.73482 -0.232
C 2.67499 1.51335 6.39617 -0.318
C -0.90296 2.41898 0.97920 -0.165
C 0.36873 1.68446 5.75873 -0.241
C 1.33361 1.51092 6.75041 0.334
C 1.78461 2.34420 0.21203 0.322
C 3.06248 1.65408 5.07122 0.449
C 0.08510 2.21220 1.96038 -0.129
C 0.72987 1.84229 4.40669 -0.080
C 1.45357 2.17316 1.58089 -0.121
C 2.10021 1.81383 4.05138 -0.274
N -1.51786 -2.57984 -6.02763 -0.597
N -2.03453 -3.08669 -3.28880 -0.622
C 0.37515 0.08761 8.33924 -0.250
C 3.69614 3.60175 -0.26895 -0.246
C -2.41531 -5.44795 -2.89913 -0.708
C -1.07072 -2.51346 -7.41752 -0.410
C -2.12049 -0.74246 -1.47447 -0.604
C -0.06014 -0.76732 -2.88320 -0.613
C -1.59195 -0.65849 -2.91321 -0.214
C -2.26121 -1.72062 -3.81791 -0.120
H 4.49222 1.71886 3.82649 0.511
H -1.33452 2.73378 -1.10763 0.227
H 1.04955 2.65440 -1.77916 0.233
H 3.43363 1.39601 7.16151 0.241
H -1.95383 2.45493 1.25816 0.243
H -0.67666 1.70789 6.05331 0.243
H -1.66262 -3.48699 -5.61110 0.406
H -1.32895 -3.19574 -2.57826 0.398
H -0.63175 0.04424 7.91278 0.178
H 0.96869 -0.73631 7.92809 0.179
H 0.29691 -0.05435 9.42129 0.201
H 3.24002 4.25231 -1.02150 0.172
H 4.75795 3.48987 -0.50653 0.204
H 3.61333 4.08674 0.70906 0.181
H -3.10837 -6.22292 -3.22532 0.247
H -1.39696 -5.74506 -3.14114 0.225
H -2.51691 -5.30233 -1.82552 0.225
H -0.71078 -3.48954 -7.74536 0.205
H -0.26587 -1.78057 -7.50943 0.212
H -1.90124 -2.20078 -8.05390 0.206
H -1.71186 0.07668 -0.88550 0.216
H -3.20759 -0.65775 -1.47880 0.212
H -1.83318 -1.68337 -1.00688 0.192
H 0.34808 0.01744 -2.24610 0.217
H 0.25324 -1.73547 -2.49486 0.187
H 0.34067 -0.63125 -3.88819 0.224
H -1.85214 0.33192 -3.28734 0.235
H -3.33552 -1.53590 -3.78344 0.237
```

=====

[2]
Here is an isolated ion of composition C24H28N3O3 and charge -1 in a non-equilibrium geometry from OMol25. Energies are from ωB97M-V with the def2-TZVPD basis set.

Kohn-Sham gap in eV: 4.67
F_max in Eh/bohr: 0.06864
Charge: -1
Energy in hartree: -1321.27809
Structure (SMILES): CC(C)(C)c1cc([C@@H](c2ccc([N+](=O)[O-])cc2)n2ccnc2)cc(C(C)(C)C)c1[O-]
2S+1: 1
E_HOMO in eV: -3.6

The geometry in XYZ format:
```
58
Properties=species:S:1:pos:R:3:nbo_charge:R:1
C -4.56791 -0.80052 0.67524 -0.612
C -3.74259 -1.31977 -0.49758 -0.065
C -3.71355 -2.83364 -0.42450 -0.604
C -4.50225 -0.93946 -1.76300 -0.612
C -2.30309 -0.67917 -0.47581 -0.134
C -1.16635 -1.41823 -0.25136 -0.140
C 0.11584 -0.84721 -0.19618 -0.203
C 1.27235 -1.69604 0.43064 -0.028
C 2.69453 -1.29968 -0.02885 0.026
C 3.15134 -0.17675 0.63220 -0.167
C 4.42778 0.30979 0.50599 -0.155
C 5.26499 -0.31759 -0.44722 -0.009
N 6.53854 0.24659 -0.66584 0.504
O 7.28487 -0.19057 -1.55087 -0.384
O 6.87234 1.21125 0.08485 -0.412
C 4.83054 -1.44046 -1.17921 -0.175
C 3.56756 -1.98092 -0.93348 -0.204
C 0.27581 0.50305 -0.53796 -0.207
C -0.79741 1.37626 -0.65250 -0.127
C -0.62159 2.93289 -0.79805 -0.064
C -1.30623 3.41884 -2.06959 -0.613
C 0.82877 3.37794 -0.86963 -0.603
C -1.27432 3.67396 0.36631 -0.609
C -2.14946 0.78395 -0.61306 0.426
O -3.16782 1.52288 -0.73403 -0.776
H -4.65080 0.28817 0.57874 0.248
H -5.57476 -1.24434 0.65687 0.182
H -4.08089 -1.06938 1.61681 0.198
H -3.19080 -3.25182 -1.29408 0.202
H -3.24937 -3.17284 0.50806 0.202
H -4.74969 -3.19459 -0.44149 0.199
H -3.98174 -1.32157 -2.64448 0.194
H -5.50989 -1.37856 -1.73470 0.180
H -4.59235 0.14967 -1.81271 0.253
H -1.24596 -2.49235 -0.05222 0.182
H 1.09655 -2.78015 0.29675 0.209
H 2.53949 0.31013 1.37044 0.218
H 4.82629 1.12991 1.07936 0.248
H 5.51876 -1.85065 -1.91315 0.242
H 3.26817 -2.90252 -1.38569 0.221
H 1.27848 0.92568 -0.62722 0.195
H -2.36772 3.15899 -2.01708 0.255
H -1.20562 4.51107 -2.15290 0.179
H -0.83966 2.95223 -2.94254 0.195
H 1.38886 3.08145 0.02676 0.197
H 1.31139 2.98894 -1.77527 0.203
H 0.84596 4.47174 -0.92635 0.200
H -0.80713 3.37675 1.31142 0.194
H -1.14266 4.76037 0.23567 0.183
H -2.34368 3.44074 0.36830 0.248
N 1.18503 -2.82747 3.90542 -0.479
C 1.25751 -1.47519 4.17760 -0.109
C 1.23891 -0.76125 2.98161 -0.103
N 1.15758 -1.69916 1.99971 -0.351
C 1.12791 -2.93749 2.59197 0.149
H 1.32402 -1.08259 5.20107 0.201
H 1.29053 0.31429 2.82336 0.221
H 1.06463 -3.83558 1.98345 0.190
```

=====

[3]
Here is one molecule with the formula C24H28N4O3S in a non-equilibrium geometry from OMol25. Energies are from ωB97M-V with the def2-TZVPD basis set.

Kohn-Sham gap in eV: 8.53
F_max in Eh/bohr: 0.02326
Charge: 0
Energy in hartree: -1774.24562
Structure (SMILES): CCOc1ccc(S(=O)(=O)Nc2cccc(-c3ccc(N4CCCCCC4)nn3)c2)cc1
Energy above the lowest of the compared OMol25 structures with the same formula, charge and spin in eV: 2.477
2S+1: 1
E_HOMO in eV: -7.8

The geometry in XYZ format:
```
60
Properties=species:S:1:pos:R:3:nbo_charge:R:1
C -3.22153 2.85891 3.21533 -0.639
C -4.20335 1.70179 3.06097 -0.063
H -4.41401 1.26053 4.03911 0.196
H -5.15075 2.04396 2.62750 0.171
O -3.66450 0.63128 2.30720 -0.486
C -3.55156 0.73046 0.96355 0.332
C -2.88837 -0.33465 0.34119 -0.250
C -2.72814 -0.35365 -1.02587 -0.154
C -3.22625 0.69240 -1.78421 -0.382
C -3.89198 1.74344 -1.19178 -0.165
C -4.05770 1.76989 0.18219 -0.268
H -4.58127 2.60086 0.62696 0.215
H -4.27832 2.53656 -1.81173 0.234
S -2.98988 0.70776 -3.54840 2.314
O -2.19345 -0.41703 -3.94140 -0.925
O -4.24664 0.92096 -4.20686 -0.939
N -2.15312 2.15089 -3.80972 -0.852
C -0.78242 2.26333 -3.60533 0.164
C -0.18230 1.53820 -2.58751 -0.252
C 1.18078 1.65158 -2.33622 0.047
C 1.94937 2.51697 -3.11164 -0.256
C 1.34937 3.24489 -4.12306 -0.184
C -0.00401 3.12131 -4.38051 -0.256
H -0.46228 3.68983 -5.17697 0.209
H 1.94382 3.91782 -4.72397 0.214
H 3.00392 2.64054 -2.91687 0.208
C 1.74442 0.85541 -1.24284 0.076
N 0.90287 0.49711 -0.28152 -0.184
N 1.27643 -0.22717 0.71828 -0.290
C 2.54372 -0.65162 0.84250 0.362
N 2.81831 -1.36637 1.96083 -0.418
C 4.06925 -2.05239 2.16722 -0.202
H 4.89544 -1.41704 1.83819 0.200
C 4.13824 -3.40918 1.45801 -0.407
C 2.96768 -4.32738 1.81289 -0.406
C 1.63125 -3.83542 1.24622 -0.402
H 0.99067 -4.69524 1.03936 0.214
H 1.81528 -3.33946 0.29061 0.198
C 0.85143 -2.88795 2.16174 -0.416
H 0.38267 -3.45582 2.96740 0.201
H 0.06312 -2.42375 1.56917 0.222
C 1.71028 -1.77959 2.79255 -0.217
H 2.12670 -2.11726 3.74367 0.193
H 1.08088 -0.90588 2.97489 0.234
H 2.89641 -4.43895 2.89657 0.194
H 3.18277 -5.31433 1.39713 0.213
H 4.14678 -3.25226 0.37689 0.198
H 5.07873 -3.89155 1.73343 0.209
H 4.18602 -2.20387 3.24473 0.201
C 3.50313 -0.32343 -0.14382 -0.262
C 3.08987 0.44399 -1.20032 -0.174
H 3.77158 0.69930 -1.99768 0.221
H 4.52125 -0.67574 -0.08628 0.218
H -0.76174 0.87169 -1.97501 0.245
H -2.52613 2.66231 -4.59465 0.418
H -2.21465 -1.16061 -1.52404 0.247
H -2.50368 -1.12722 0.96167 0.232
H -2.30385 2.50201 3.67533 0.219
H -2.97232 3.29021 2.24918 0.215
H -3.65822 3.62859 3.84578 0.216
```

=====

[4]
Here is one molecule with the formula C24H28N4O3S in a non-equilibrium geometry from OMol25. Energies are from ωB97M-V with the def2-TZVPD basis set.

Kohn-Sham gap in eV: 8.41
F_max in Eh/bohr: 0.01945
Charge: 0
Energy in hartree: -1774.26827
Structure (SMILES): Cc1ccccc1N(CC(=O)N/N=C/c1cc(C)n(-c2ccccc2C)c1C)S(C)(=O)=O
Energy above the lowest of the compared OMol25 structures with the same formula, charge and spin in eV: 1.861
2S+1: 1
E_HOMO in eV: -7.8

The geometry in XYZ format:
```
60
Properties=species:S:1:pos:R:3:nbo_charge:R:1
C 6.36084 1.89787 1.27631 -0.641
C 5.15357 2.04436 0.40850 -0.013
C 4.73880 3.28650 -0.05298 -0.203
C 3.63177 3.41518 -0.87329 -0.198
C 2.92304 2.29131 -1.25870 -0.212
C 3.32525 1.04245 -0.81803 -0.237
C 4.42439 0.91660 0.02160 0.179
N 4.85603 -0.35210 0.48708 -0.723
S 5.93280 -1.18239 -0.47050 2.325
O 6.84764 -0.21809 -1.00748 -0.947
O 6.46029 -2.24705 0.33099 -0.948
C 4.98977 -1.88861 -1.84105 -0.886
H 4.11389 -2.38209 -1.43547 0.276
H 5.63817 -2.59876 -2.33633 0.250
H 4.72520 -1.07807 -2.50662 0.241
C 4.03994 -1.11447 1.40124 -0.307
H 3.95131 -0.57089 2.34901 0.199
H 4.58999 -2.04423 1.56587 0.270
C 2.65926 -1.44828 0.82878 0.635
O 2.50756 -2.31575 -0.01333 -0.638
N 1.67517 -0.65794 1.31802 -0.429
N 0.34840 -0.56893 0.99512 -0.297
C -0.23895 -1.45825 0.28700 0.088
C -1.62339 -1.34510 -0.05250 -0.193
C -2.50095 -0.29826 0.19833 0.223
N -3.71278 -0.64324 -0.31165 -0.361
C -3.64288 -1.89025 -0.88943 0.144
C -2.36574 -2.34385 -0.74620 -0.264
H -1.98199 -3.28452 -1.08784 0.220
C -4.83387 -2.51043 -1.52792 -0.639
H -4.56776 -3.48470 -1.92737 0.231
H -5.20804 -1.88735 -2.34091 0.220
H -5.64254 -2.63576 -0.80728 0.216
C -4.87951 0.15724 -0.25987 0.134
C -5.14881 1.02164 -1.31304 -0.196
C -6.28343 1.81101 -1.29233 -0.217
C -7.14844 1.73589 -0.21380 -0.196
C -6.87612 0.87665 0.83504 -0.197
C -5.74210 0.07369 0.83367 -0.010
C -5.47269 -0.87000 1.96552 -0.638
H -4.40957 -1.07221 2.06945 0.230
H -5.85125 -0.46270 2.90011 0.222
H -5.97705 -1.82038 1.78653 0.226
H -7.55424 0.82343 1.67449 0.212
H -8.03659 2.34920 -0.18933 0.216
H -6.49075 2.48107 -2.11273 0.218
H -4.45966 1.06583 -2.14396 0.223
C -2.27239 1.00547 0.86850 -0.664
H -2.72974 1.81563 0.30067 0.220
H -2.70809 1.01176 1.86859 0.220
H -1.20299 1.16826 0.95746 0.261
H 0.26186 -2.34590 -0.09214 0.208
H 1.93558 0.08499 1.95387 0.397
H 2.78208 0.16336 -1.13092 0.221
H 2.06358 2.38087 -1.90582 0.215
H 3.32601 4.39225 -1.21675 0.214
H 5.29476 4.16649 0.23663 0.211
H 7.13555 1.38074 0.71227 0.255
H 6.13682 1.29210 2.15211 0.218
H 6.73301 2.86872 1.59281 0.213
```

=====

[5]
Here is one molecule with the formula C24H28N4O4S in a non-equilibrium geometry from OMol25. Energies are from ωB97M-V with the def2-TZVPD basis set.

Kohn-Sham gap in eV: 7.30
F_max in Eh/bohr: 0.02250
Charge: 0
Energy in hartree: -1849.50735
Structure (SMILES): COc1ccc(N2CCN(C(=O)C/N=C3\NS(=O)(=O)C(c4ccc(C)cc4)=C3C)CC2)cc1
Energy above the lowest of the compared OMol25 structures with the same formula, charge and spin in eV: 3.219
2S+1: 1
E_HOMO in eV: -7.6

The geometry in XYZ format:
```
61
Properties=species:S:1:pos:R:3:nbo_charge:R:1
C -6.78161 2.27599 0.36279 -0.250
H -7.74112 1.76540 0.29368 0.198
O -5.83227 1.37473 -0.14821 -0.497
C -4.52084 1.76274 -0.17609 0.282
C -3.61786 0.83517 -0.69008 -0.231
C -2.27093 1.12184 -0.76426 -0.243
C -1.77930 2.35311 -0.33117 0.129
C -2.68984 3.27556 0.17822 -0.165
C -4.03984 2.99091 0.26183 -0.309
H -4.70458 3.73925 0.66419 0.217
H -2.33860 4.24212 0.50682 0.205
N -0.42736 2.72544 -0.43158 -0.456
C 0.41674 1.92518 -1.29157 -0.225
H -0.10591 1.74684 -2.23354 0.215
C 1.71243 2.69551 -1.57795 -0.225
N 2.38275 2.98690 -0.33407 -0.427
C 3.49022 2.38914 0.13648 0.670
O 3.87277 2.53057 1.28943 -0.655
C 4.27964 1.51015 -0.83972 -0.345
N 3.51721 0.39133 -1.33416 -0.474
C 2.91088 -0.38249 -0.52815 0.407
N 2.90284 -0.36764 0.84632 -0.867
S 1.51914 -1.14758 1.43070 2.291
O 1.85750 -2.02285 2.50430 -0.899
O 0.52020 -0.14628 1.68197 -0.937
C 1.24405 -1.99378 -0.12459 -0.281
C 2.04909 -1.45598 -1.05008 0.020
C 2.10826 -1.76531 -2.50708 -0.656
H 2.44381 -0.87737 -3.03573 0.258
H 2.83475 -2.55587 -2.69095 0.234
H 1.13767 -2.08714 -2.87592 0.228
C 0.24875 -3.03579 -0.15650 -0.037
C 0.31355 -4.11288 -1.04319 -0.195
C -0.65518 -5.09706 -1.01566 -0.206
C -1.71176 -5.04011 -0.11480 0.007
C -1.76921 -3.96831 0.77322 -0.208
C -0.80394 -2.98427 0.76237 -0.179
H -0.85587 -2.15651 1.45263 0.231
H -2.58089 -3.91207 1.48341 0.216
C -2.75522 -6.11159 -0.07378 -0.631
H -2.67572 -6.76978 -0.93503 0.216
H -3.75169 -5.67457 -0.05308 0.223
H -2.63782 -6.71054 0.82918 0.226
H -0.58626 -5.92775 -1.70339 0.212
H 1.13921 -4.19311 -1.73144 0.215
H 3.31598 0.40454 1.35054 0.454
H 4.59578 2.09675 -1.70767 0.219
H 5.17386 1.16983 -0.30579 0.228
C 1.54381 3.75773 0.56382 -0.233
H 2.09361 3.91654 1.49222 0.247
C 0.24109 3.00676 0.83270 -0.233
H -0.41007 3.61760 1.45693 0.211
H 0.45859 2.07019 1.36813 0.212
H 1.32997 4.72071 0.08896 0.196
H 2.35023 2.10493 -2.23292 0.234
H 1.46349 3.64540 -2.06374 0.202
H 0.67384 0.95582 -0.83248 0.177
H -1.60162 0.36680 -1.14579 0.215
H -3.99576 -0.11961 -1.02105 0.220
H -6.57996 2.52412 1.41026 0.174
H -6.82109 3.19819 -0.22690 0.173
```

=====

[6]
Here is C24H28N6O2S as an isolated structure in a non-equilibrium geometry from OMol25. Energies are from ωB97M-V with the def2-TZVPD basis set.

Kohn-Sham gap in eV: 8.26
F_max in Eh/bohr: 0.33750
Charge: 0
Energy in hartree: -1807.65331
Energy above the lowest of the compared OMol25 structures with the same formula, charge and spin in eV: 25.733
2S+1: 1
E_HOMO in eV: -8.0

The geometry in XYZ format:
```
61
Properties=species:S:1:pos:R:3:nbo_charge:R:1
C 8.18648 0.59514 -0.01559 -0.652
C 6.84554 0.37398 0.24449 -0.012
C 6.01272 -0.29146 -0.58010 -0.015
C 4.56574 -0.57407 -0.19636 0.228
C 4.03675 -0.12172 0.84979 -0.122
C 4.82409 0.73340 1.83955 -0.178
C 6.09907 0.84932 1.57835 -0.199
H 6.83107 1.58954 1.90137 0.197
H 4.45157 1.30834 2.59379 0.213
C 2.67977 -0.20108 1.33110 -0.169
C 1.75226 -0.69039 0.58444 -0.092
C 2.20727 -1.40794 -0.76084 0.627
O 1.66602 -2.36221 -1.54125 -0.663
N 3.66316 -1.19861 -0.88700 -0.586
H 3.97578 -1.74336 -1.89597 0.420
C 0.27941 -1.11970 1.00537 -0.186
N -0.48618 -0.20351 0.41494 -0.415
C -0.53690 0.02992 -1.00937 -0.296
C -1.75343 0.47325 -1.67904 0.359
N -2.29608 1.47835 -2.15086 -0.307
N -3.59443 1.23237 -2.63429 -0.073
N -4.06732 0.21245 -1.94964 -0.035
N -2.91718 -0.36846 -1.45812 -0.237
C -3.07249 -1.72104 -0.73124 -0.240
H -3.78363 -2.16215 -1.67766 0.232
H -1.96891 -2.26623 -1.00870 0.217
C -3.36498 -1.84838 0.58997 0.040
H -2.60397 -0.84535 1.04133 0.202
O -3.36442 -2.98510 1.29298 -0.498
C -4.54167 -3.45373 1.61685 0.006
C -5.57692 -2.38803 0.80844 -0.442
H -5.84750 -2.88832 -0.26967 0.200
H -6.48410 -2.37776 1.44084 0.222
C -4.83822 -1.31023 0.76635 -0.477
H -4.93413 -0.70298 1.73174 0.215
H -5.10171 -0.33629 0.01207 0.253
H -4.64924 -3.35023 2.46609 0.123
H -4.66427 -4.44093 1.50760 0.163
H -0.17035 -0.81518 -1.50585 0.264
H 0.05277 1.01622 -1.33532 0.210
C -0.27386 1.16347 1.19304 -0.137
C -1.61759 2.23799 0.95023 -0.398
C -1.55643 3.25208 -0.01402 -0.262
C -2.77738 3.76142 -0.14390 -0.271
C -3.80152 3.28972 0.42191 -0.237
S -2.92283 1.77366 1.28364 0.502
H -4.66042 3.33894 0.60466 0.164
H -2.77552 4.64651 -0.70552 0.230
H -0.54188 3.77032 -0.61415 0.230
H 0.46292 1.79980 0.80181 0.197
H -0.31319 1.09318 2.06171 0.147
H 0.04657 -1.99139 0.39222 0.231
H 0.38795 -1.07224 1.86201 0.175
H 2.34480 0.20513 2.35644 0.222
C 6.44607 -1.11555 -1.69819 -0.635
H 5.80637 -0.58950 -2.46468 0.212
H 6.17780 -2.18998 -1.81671 0.233
H 7.29773 -0.84058 -1.94313 0.206
H 8.64488 1.31734 0.66833 0.231
H 8.81437 -0.36692 0.14981 0.237
H 8.29768 1.01317 -1.15527 0.229
```